{"formula": "C5H8N2", "method": "the ωB97M-V functional and the def2-TZVPD basis", "e_tot_ev": -8289.58640, "homo_ev": [-8.27, -8.68], "gap_ev": [8.19, 8.98], "total_charge": 0, "elements": ["C", "C", "C", "N", "C", "C", "N", "H", "H", "H", "H", "H", "H", "H", "H"], "positions_angstrom": [[-0.85, 1.22, 1.53], [0.30, 1.05, 0.55], [0.72, -0.37, 0.33], [-0.33, -0.91, -0.53], [-0.02, -1.67, -1.73], [-0.16, -0.19, -1.71], [0.16, 1.01, -1.82], [-1.23, 0.25, 1.87], [-1.69, 1.76, 1.10], [-0.55, 1.78, 2.44], [1.06, 1.82, 0.61], [1.71, -0.41, -0.15], [0.71, -0.96, 1.25], [0.98, -2.10, -1.83], [-0.83, -2.33, -2.03]], "lowdin_charge": [-0.100, -0.106, -0.234, -0.053, -0.020, -0.459, 0.204, 0.071, 0.074, 0.077, 0.094, 0.121, 0.123, 0.108, 0.100]}